Entry 1:
Entry from OMol25: a cluster of 3 separate species, C4H7NO2 in total (the ωB97M-V functional and the def2-TZVPD basis).

Summary:
- Orbital gap: 9.4 eV
- HOMO energy: -9.5 eV
- Largest force on an atom: 0.56 eV/A

Element x y z (Å)
1 C 1.474 -1.123 0.247
2 C 0.374 -0.141 0.028
3 C -1.106 -0.382 0.172
4 N -1.622 0.896 -0.253
5 C -0.747 1.822 0.210
6 O -0.747 2.995 0.406
7 O 0.582 1.090 0.403
8 H 1.390 -1.483 1.280
9 H 2.449 -0.645 0.131
10 H 1.388 -1.981 -0.423
11 H 0.061 0.120 -1.547
12 H -1.295 -0.568 1.239
13 H -1.493 -1.212 -0.422
14 H -0.709 0.612 -1.472


Entry 2:
Entry from OMol25: the molecule C20H20ClFN4O3 at a distorted geometry (the ωB97M-V functional and the def2-TZVPD basis).

Summary:
- Orbital gap: 8.7 eV
- Structure (SMILES): Cn1ccnc1[C@@H]1CCCCN1C(=O)c1cc(COc2ccc(F)cc2Cl)on1
- HOMO energy: -8.4 eV
- Largest force on an atom: 4.91 eV/A

Element x y z (Å)
1 C 0.529 3.247 2.485
2 N -0.927 3.145 2.327
3 C -1.849 2.982 3.357
4 C -3.059 2.758 2.784
5 N -2.980 2.808 1.444
6 C -1.671 2.976 1.164
7 C -1.123 2.995 -0.230
8 C -2.014 3.809 -1.172
9 C -3.294 3.127 -1.719
10 C -2.976 1.700 -2.239
11 C -2.254 0.873 -1.179
12 N -1.010 1.577 -0.702
13 C 0.202 0.846 -0.499
14 O 1.150 1.573 -0.141
15 C 0.483 -0.621 -0.450
16 C 1.825 -1.176 -0.540
17 C 1.666 -2.535 -0.546
18 C 2.755 -3.592 -0.704
19 O 4.039 -3.019 -0.439
20 C 4.345 -2.519 0.805
21 C 3.675 -2.924 1.977
22 C 4.205 -2.622 3.231
23 C 5.308 -1.765 3.344
24 F 5.775 -1.424 4.564
25 C 5.917 -1.278 2.154
26 C 5.418 -1.651 0.902
27 Cl 6.105 -1.028 -0.592
28 O 0.319 -2.806 -0.411
29 N -0.401 -1.580 -0.272
30 H 0.908 4.008 1.761
31 H 0.789 3.575 3.490
32 H 0.990 2.263 2.329
33 H -1.630 2.990 4.417
34 H -3.978 2.634 3.333
35 H -0.144 3.528 -0.220
36 H -1.423 4.107 -2.058
37 H -2.303 4.737 -0.671
38 H -4.002 3.063 -0.873
39 H -3.766 3.735 -2.498
40 H -3.881 1.253 -2.566
41 H -2.302 1.753 -3.095
42 H -2.922 0.604 -0.346
43 H -1.944 -0.088 -1.636
44 H 2.740 -0.593 -0.641
45 H 2.776 -3.970 -1.694
46 H 2.598 -4.484 -0.057
47 H 2.796 -3.541 1.873
48 H 3.701 -2.880 4.168
49 H 6.771 -0.640 2.211


Entry 3:
Entry from OMol25: the molecule C4H5NO2S at a distorted geometry (the ωB97M-V functional and the def2-TZVPD basis).

Summary:
- Orbital gap (spin up / spin down): 7.8 / 7.8 eV
- Structure (SMILES): [H]/N=C(\C=C)OS(#C)=O
- HOMO energy (spin up / spin down): -9.3 / -9.3 eV
- Largest force on an atom: 4.14 eV/A

Element x y z (Å)
1 H -0.608 -2.365 0.683
2 N -0.678 -1.336 0.613
3 C 0.040 -0.556 -0.102
4 C 0.841 -0.735 -1.366
5 C 1.838 0.094 -1.601
6 O 0.023 0.749 0.167
7 S -1.093 1.608 1.147
8 C -0.898 0.537 2.510
9 O -2.456 1.556 0.585
10 H 0.516 -1.414 -2.152
11 H 2.407 0.267 -2.482
12 H 1.857 1.069 -0.999
13 H -1.790 0.525 2.997


Entry 4:
Entry from OMol25: the ion C8H8BrN2O3 with charge +1 at a distorted geometry (the ωB97M-V functional and the def2-TZVPD basis).

Summary:
- Orbital gap: 8.3 eV
- Total charge: +1
- HOMO energy: -13.1 eV
- Largest force on an atom: 6.01 eV/A

Element x y z (Å)
1 C -0.324 1.454 2.940
2 C 0.013 0.361 1.162
3 C 0.434 -0.543 2.345
4 C -1.124 -0.630 -0.979
5 C 0.950 0.349 -1.305
6 C -2.201 -1.470 -1.421
7 C 2.237 0.873 -1.873
8 C -0.111 -0.266 -1.972
9 N -0.378 1.579 1.661
10 N 0.104 0.195 3.452
11 O 0.965 -1.591 2.337
12 O -0.962 -0.439 0.271
13 O 1.076 0.557 0.005
14 Br -0.172 -0.560 -3.783
15 H -0.788 2.266 3.458
16 H -2.116 -2.521 -1.064
17 H -3.133 -0.955 -1.125
18 H -2.354 -1.502 -2.520
19 H 2.042 1.671 -2.541
20 H 2.593 0.007 -2.390
21 H 2.842 1.132 -1.033
22 H 0.408 0.032 4.377


Entry 5:
Entry from OMol25: a structure of composition C6H10O (the ωB97M-V functional and the def2-TZVPD basis).

Summary:
- Orbital gap: 8.0 eV
- HOMO energy: -7.2 eV
- Largest force on an atom: 0.30 eV/A

Element x y z (Å)
1 C -0.562 1.041 -2.033
2 C -0.626 0.130 -0.824
3 C 0.289 -1.031 -0.771
4 C 0.636 -1.589 0.487
5 C 0.421 -0.851 1.642
6 C -0.315 0.343 1.650
7 O 0.090 1.357 2.466
8 H 0.428 1.495 -2.167
9 H -0.808 0.512 -2.966
10 H -1.269 1.869 -1.922
11 H -1.617 0.023 -0.396
12 H 0.749 0.071 -0.544
13 H 0.568 -1.545 -1.693
14 H 1.280 -2.464 0.516
15 H 1.064 -1.035 2.508
16 H -1.368 0.431 1.445
17 H 1.040 1.244 2.604


Entry 6:
Entry from OMol25: a structure of composition C21H30CuN4OS (the ωB97M-V functional and the def2-TZVPD basis).

Summary:
- Orbital gap: 5.8 eV
- Total charge: -1
- HOMO energy: -2.8 eV
- Largest force on an atom: 0.72 eV/A

Element x y z (Å)
1 Cu -0.033 -1.529 -1.188
2 C 1.665 2.312 3.327
3 C 0.235 1.824 3.489
4 N 0.051 0.460 2.995
5 C 0.231 -0.594 3.977
6 C -1.067 -0.990 4.660
7 C -0.180 0.190 1.680
8 S -0.382 -1.448 1.237
9 N -0.092 1.309 0.926
10 C -0.312 1.381 -0.388
11 O -0.638 0.523 -1.213
12 C -0.138 2.801 -0.938
13 C -0.156 2.983 -2.314
14 C 0.010 4.249 -2.865
15 C 0.193 5.349 -2.036
16 C 0.216 5.172 -0.659
17 C 0.058 3.901 -0.116
18 H 1.786 3.316 3.746
19 H 1.917 2.339 2.267
20 H 2.371 1.649 3.833
21 H -0.448 2.485 2.963
22 H -0.056 1.817 4.543
23 H 0.942 -0.218 4.719
24 H 0.688 -1.453 3.490
25 H -1.520 -0.132 5.165
26 H -0.885 -1.763 5.410
27 H -1.771 -1.374 3.921
28 H -0.298 2.110 -2.938
29 H 0.006 4.373 -3.941
30 H 0.323 6.338 -2.461
31 H 0.365 6.022 -0.004
32 H 0.089 3.743 0.956
33 C 4.238 -2.362 -0.841
34 C 2.726 -2.409 -0.593
35 C 2.295 -3.855 -0.367
36 C 1.909 -1.755 -1.704
37 H 4.821 -2.811 -0.024
38 H 4.576 -1.330 -0.970
39 H 4.481 -2.904 -1.764
40 H 2.530 -1.872 0.346
41 H 2.484 -4.445 -1.273
42 H 1.222 -3.902 -0.163
43 H 2.833 -4.333 0.460
44 H 2.093 -2.323 -2.633
45 H 2.317 -0.750 -1.899
46 N -1.491 -1.068 -3.798
47 C -2.466 -1.470 -2.914
48 C -3.832 -1.277 -3.186
49 C -4.752 -1.754 -2.286
50 C -4.325 -2.423 -1.141
51 C -2.962 -2.550 -0.952
52 N -2.051 -2.084 -1.804
53 H -1.719 -0.255 -4.347
54 H -0.566 -1.025 -3.366
55 H -4.135 -0.759 -4.087
56 H -5.810 -1.599 -2.467
57 H -5.018 -2.811 -0.408
58 H -2.566 -3.019 -0.059


Number 1: calculated total energy -9843.3335 eV. Number 2: calculated total energy -48405.1026 eV. Number 3: calculated total energy -20642.5560 eV. Number 4: calculated total energy -87581.1871 eV. Number 5: calculated total energy -8426.6981 eV. Number 6: calculated total energy -85749.1460 eV.